{
  "formula": "C26H18AuNO6P",
  "method": "ωB97M-V/def2-TZVPD",
  "total_energy_ev": -54000.731,
  "total_charge": 1,
  "orbital_gap_ev": 7.53,
  "max_force_ev_per_a": 0.9,
  "e_homo_ev": -12.10,
  "e_above_lowest_ev": 0.4695,
  "species": ["Au", "O", "C", "C", "C", "C", "C", "C", "C", "O", "N", "O", "O", "H", "H", "H", "H", "O", "C", "O", "C", "C", "C", "C", "C", "C", "P", "C", "C", "C", "C", "C", "C", "C", "C", "C", "C", "C", "C", "H", "H", "H", "H", "H", "H", "H", "H", "H", "H", "H", "H", "H", "H"],
  "xyz": [[0.777, -0.701, 0.539], [-0.409, 0.269, 1.821], [-0.365, 0.165, 3.088], [0.466, -0.606, 3.895], [0.273, -0.511, 5.302], [1.054, -1.240, 6.128], [2.063, -2.099, 5.628], [2.271, -2.210, 4.289], [1.481, -1.468, 3.369], [1.717, -1.608, 2.116], [0.851, -1.139, 7.582], [-0.022, -0.393, 7.972], [1.574, -1.811, 8.286], [-1.103, 0.786, 3.600], [-0.489, 0.136, 5.717], [2.659, -2.659, 6.336], [3.034, -2.858, 3.881], [3.246, -2.714, -2.034], [2.347, -1.946, -1.845], [1.980, -1.695, -0.590], [1.648, -1.282, -2.998], [2.113, -1.625, -4.265], [1.546, -1.078, -5.400], [0.497, -0.172, -5.291], [0.024, 0.180, -4.043], [0.597, -0.374, -2.889], [-0.133, 0.188, -1.360], [0.102, 1.977, -1.281], [-0.512, 2.720, -0.266], [-0.311, 4.086, -0.186], [0.520, 4.723, -1.098], [1.151, 3.989, -2.089], [0.950, 2.621, -2.183], [-1.875, -0.287, -1.393], [-2.745, 0.172, -0.399], [-4.074, -0.213, -0.405], [-4.544, -1.079, -1.384], [-3.681, -1.557, -2.357], [-2.350, -1.170, -2.364], [2.929, -2.331, -4.333], [1.921, -1.357, -6.376], [0.049, 0.260, -6.175], [-0.794, 0.886, -3.957], [-1.138, 2.239, 0.469], [-0.804, 4.655, 0.591], [0.686, 5.790, -1.026], [1.809, 4.480, -2.794], [1.462, 2.067, -2.956], [-2.393, 0.822, 0.387], [-4.743, 0.161, 0.358], [-5.580, -1.389, -1.379], [-4.041, -2.240, -3.114], [-1.693, -1.565, -3.125]]
}

***

{
  "formula": "C26H18BF3N4O5Pt",
  "method": "ωB97M-V/def2-TZVPD",
  "total_energy_ev": -55529.386,
  "total_charge": 0,
  "orbital_gap_ev": [3.98, 6.90],
  "max_force_ev_per_a": 1.8,
  "multiplicity": 3,
  "e_homo_ev": [-5.12, -8.14],
  "species": ["Pt", "O", "N", "O", "C", "C", "C", "C", "C", "C", "N", "C", "C", "N", "C", "C", "C", "C", "H", "H", "H", "H", "H", "H", "H", "C", "C", "C", "C", "C", "C", "C", "F", "C", "C", "C", "O", "C", "C", "N", "C", "C", "O", "O", "H", "H", "H", "H", "H", "H", "H", "H", "H", "H", "H", "F", "B", "F"],
  "xyz": [[0.069, 0.040, -0.426], [4.889, 2.934, -5.340], [4.709, 2.937, -4.123], [5.413, 3.589, -3.353], [3.657, 2.139, -3.624], [2.946, 1.400, -4.570], [1.969, 0.483, -4.196], [1.272, -0.356, -5.108], [0.447, -1.331, -4.621], [0.278, -1.470, -3.235], [0.838, -0.637, -2.374], [1.656, 0.331, -2.817], [2.244, 1.213, -1.853], [1.760, 1.156, -0.586], [2.330, 1.907, 0.355], [3.391, 2.752, 0.077], [3.876, 2.859, -1.212], [3.297, 2.087, -2.235], [3.201, 1.526, -5.612], [1.430, -0.227, -6.168], [-0.063, -2.010, -5.285], [-0.307, -2.283, -2.832], [1.932, 1.847, 1.354], [3.824, 3.337, 0.873], [4.693, 3.524, -1.438], [-7.020, -3.482, 0.740], [-5.762, -4.345, 0.825], [-5.823, -5.623, -0.005], [-6.001, -5.285, -1.478], [-5.006, -4.243, -1.908], [-4.710, -4.078, -3.253], [-3.804, -3.109, -3.656], [-3.539, -2.966, -4.968], [-3.157, -2.306, -2.747], [-3.402, -2.487, -1.383], [-2.635, -1.699, -0.422], [-1.779, -0.897, -0.860], [-2.930, -1.967, 0.958], [-3.913, -2.867, 1.287], [-4.619, -3.560, 0.388], [-4.355, -3.434, -0.962], [-2.167, -1.352, 2.052], [-2.084, -1.802, 3.166], [-1.580, -0.183, 1.685], [-7.891, -4.065, 1.021], [-7.165, -3.088, -0.261], [-6.928, -2.639, 1.420], [-5.595, -4.611, 1.875], [-6.636, -6.254, 0.352], [-4.885, -6.165, 0.134], [-7.015, -4.917, -1.651], [-5.882, -6.181, -2.088], [-5.181, -4.697, -3.999], [-2.465, -1.544, -3.064], [-4.159, -3.032, 2.326], [-0.166, 1.605, 2.053], [-0.313, 0.285, 1.871], [0.681, -0.468, 2.355]]
}

***

{
  "formula": "C26H18F18N2O3",
  "method": "ωB97M-V/def2-TZVPD",
  "total_energy_ev": -85286.494,
  "total_charge": 0,
  "smiles": "C#Cc1c(CCC)c2c(c(C(F)(F)C(F)(F)F)c1CCC(F)(F)C(F)(F)C(F)(F)C(F)(F)C(F)(F)C(F)(F)F)C(=O)N(CCC(N)=O)C2=O",
  "orbital_gap_ev": 8.58,
  "max_force_ev_per_a": 3.5,
  "e_homo_ev": -9.68,
  "species": ["C", "C", "C", "C", "C", "C", "C", "C", "C", "C", "C", "F", "F", "C", "F", "F", "F", "C", "C", "C", "C", "F", "F", "C", "F", "F", "C", "F", "F", "C", "F", "F", "C", "F", "F", "C", "F", "F", "F", "C", "O", "N", "C", "C", "C", "N", "O", "C", "O", "H", "H", "H", "H", "H", "H", "H", "H", "H", "H", "H", "H", "H", "H", "H", "H", "H", "H"],
  "xyz": [[2.442, -0.041, 3.901], [2.445, 0.540, 2.852], [2.107, 1.053, 1.449], [2.981, 0.503, 0.378], [4.138, -0.518, 0.640], [3.839, -1.969, 0.068], [4.750, -2.988, 0.890], [2.733, 0.939, -0.988], [1.635, 1.965, -1.225], [0.772, 2.521, -0.196], [-0.317, 3.544, -0.605], [-0.117, 4.086, -1.871], [-1.568, 2.911, -0.714], [-0.414, 4.845, 0.343], [-1.440, 4.780, 1.246], [-0.714, 5.937, -0.459], [0.798, 5.162, 0.909], [1.003, 2.019, 1.203], [0.148, 2.500, 2.406], [-1.371, 2.017, 2.384], [-1.554, 0.465, 2.576], [-2.562, 0.287, 3.544], [-0.427, -0.138, 3.149], [-1.849, -0.349, 1.248], [-2.359, 0.399, 0.206], [-0.602, -0.812, 0.800], [-2.742, -1.643, 1.425], [-2.467, -2.475, 0.347], [-2.229, -2.314, 2.537], [-4.286, -1.394, 1.669], [-4.583, -1.923, 2.928], [-4.669, -0.077, 1.712], [-5.262, -2.137, 0.660], [-4.992, -1.838, -0.670], [-6.522, -1.583, 0.890], [-5.428, -3.695, 0.921], [-4.323, -4.300, 1.445], [-6.425, -3.824, 1.878], [-5.863, -4.394, -0.165], [1.784, 2.137, -2.765], [1.688, 3.031, -3.547], [2.245, 0.823, -3.274], [1.191, -0.234, -3.178], [1.052, -0.883, -4.641], [-0.512, -1.048, -4.895], [-1.385, -1.645, -3.932], [-0.973, -0.674, -5.957], [3.379, 0.568, -2.373], [4.486, 0.218, -2.631], [2.451, -0.678, 4.812], [4.451, -0.570, 1.719], [5.048, -0.140, 0.080], [2.756, -2.256, 0.077], [4.236, -1.977, -0.992], [4.308, -3.255, 1.886], [5.714, -2.432, 1.098], [5.044, -3.891, 0.290], [0.156, 3.618, 2.563], [0.564, 2.094, 3.377], [-1.829, 2.484, 3.309], [-1.968, 2.420, 1.528], [0.218, 0.290, -2.927], [1.466, -0.999, -2.399], [1.482, -1.919, -4.627], [1.449, -0.223, -5.448], [-0.946, -1.784, -3.021], [-2.266, -1.139, -3.843]]
}

***

{
  "formula": "C26H19Cl2CrN6O2",
  "method": "ωB97M-V/def2-TZVPD",
  "total_energy_ev": -93758.394,
  "total_charge": 2,
  "orbital_gap_ev": [6.07, 6.40],
  "max_force_ev_per_a": 0.9,
  "multiplicity": 2,
  "e_homo_ev": [-14.35, -14.35],
  "species": ["Cr", "C", "C", "N", "C", "C", "N", "C", "C", "C", "C", "C", "N", "C", "C", "N", "C", "C", "N", "C", "C", "C", "N", "C", "C", "H", "H", "H", "H", "H", "H", "H", "H", "H", "H", "H", "H", "Cl", "C", "Cl", "H", "H", "O", "C", "O", "C", "C", "C", "C", "C", "C", "H", "H", "H", "H", "H"],
  "xyz": [[-1.478, 1.248, 0.877], [-1.810, 4.492, -1.936], [-1.991, 3.761, -0.771], [-1.183, 2.734, -0.484], [-0.195, 2.427, -1.364], [-0.077, 3.141, -2.540], [-0.879, 4.164, -2.823], [0.751, 1.411, -0.855], [1.979, 1.039, -1.351], [2.817, 0.241, -0.559], [2.423, -0.050, 0.753], [1.181, 0.360, 1.183], [0.347, 0.974, 0.339], [0.637, 0.405, 2.558], [1.185, -0.193, 3.674], [0.668, -0.014, 4.889], [-0.397, 0.770, 5.002], [-0.995, 1.346, 3.890], [-0.479, 1.169, 2.673], [4.130, -0.214, -1.059], [4.906, 0.597, -1.875], [6.142, 0.123, -2.298], [6.614, -1.079, -1.966], [5.859, -1.856, -1.190], [4.617, -1.466, -0.707], [-2.441, 5.343, -2.161], [-2.782, 3.995, -0.071], [0.683, 2.888, -3.271], [2.302, 1.369, -2.329], [3.114, -0.534, 1.432], [2.055, -0.836, 3.595], [-0.798, 0.933, 5.995], [-1.891, 1.947, 3.979], [4.587, 1.595, -2.158], [6.780, 0.736, -2.924], [6.264, -2.831, -0.945], [4.029, -2.148, -0.101], [-5.199, -0.634, 0.725], [-5.251, 1.093, 0.882], [-3.724, 1.825, 1.581], [-6.009, 1.357, 1.606], [-5.412, 1.562, -0.077], [-2.131, 0.102, -0.627], [-2.011, -0.942, 0.109], [-1.703, -0.679, 1.336], [-2.149, -2.296, -0.400], [-2.606, -2.497, -1.704], [-2.730, -3.787, -2.189], [-2.391, -4.865, -1.378], [-1.935, -4.663, -0.080], [-1.818, -3.377, 0.416], [-2.864, -1.643, -2.318], [-3.091, -3.956, -3.195], [-2.489, -5.875, -1.760], [-1.677, -5.509, 0.543], [-1.482, -3.200, 1.431]]
}